ORCA calculation (ωB97M-V/def2-TZVPD) on a 2-piece molecular cluster, C11H23IN5O2P overall at a distorted geometry.

Each line ends with the Mulliken spin population.
Atoms and positions in Å:
1 N -0.012 -3.240 -1.216  0.000
2 C -1.253 -3.226 -1.805  0.000
3 N -1.845 -2.407 -2.931  0.000
4 C -3.266 -2.964 -2.959  0.000
5 N -3.371 -4.044 -1.865  0.000
6 P -4.836 -4.973 -1.446  0.000
7 O -5.989 -3.749 -0.902  0.000
8 I -4.511 -6.459 0.485  0.000
9 N -2.194 -4.230 -1.157  0.000
10 H 0.006 -3.183 -0.157  0.000
11 H 0.904 -3.378 -1.714  0.000
12 H -4.103 -2.586 -3.709  0.000
13 H -5.609 -2.889 -1.286  0.000
14 H -1.937 -4.851 -0.359  0.000
15 C 0.628 2.393 2.671  0.017
16 C 1.631 1.446 1.956  0.019
17 C 2.880 2.252 1.505  0.022
18 C 2.626 3.144 0.294  -0.017
19 C 2.007 2.350 -0.853  0.021
20 C 0.740 1.556 -0.437  0.030
21 N 0.945 0.752 0.814  0.307
22 O 1.721 -0.372 0.473  0.622
23 C -0.452 2.532 -0.249  0.013
24 C 0.294 0.675 -1.651  -0.028
25 C 2.071 0.457 3.084  -0.004
26 H 0.584 3.390 2.229  0.001
27 H -0.383 1.969 2.681  -0.011
28 H 0.905 2.559 3.720  0.001
29 H 3.699 1.562 1.259  0.002
30 H 3.248 2.872 2.334  0.001
31 H 1.983 3.986 0.565  0.000
32 H 3.575 3.582 -0.040  0.002
33 H 1.769 3.040 -1.673  0.001
34 H 2.767 1.663 -1.247  0.003
35 H -1.326 2.012 0.159  -0.008
36 H -0.757 2.970 -1.208  0.000
37 H -0.228 3.381 0.393  0.002
38 H 1.082 -0.004 -1.995  0.000
39 H 0.033 1.299 -2.515  0.000
40 H -0.590 0.077 -1.400  0.005
41 H 1.223 -0.139 3.440  -0.001
42 H 2.476 1.001 3.947  0.000
43 H 2.864 -0.228 2.764  0.000

For the energy, the calculation gives -40702.69804 eV. As for the charge: +1. Its multiplicity is 2. Its expectation value of S² is 0.75. As for the LUMO energy (spin up / spin down): -4.8741 / -4.8749 eV.


ORCA calculation (ωB97M-V/def2-TZVPD) on an isolated molecule of C6H10 at a distorted geometry.

Each line ends with the natural charge from an NBO analysis.
Atoms and positions in Å:
1 C 1.909 0.297 0.132  -0.601
2 C 0.729 -0.046 -0.641  0.019
3 C -0.080 1.007 -0.877  -0.208
4 C -1.208 0.785 0.013  -0.388
5 C -1.434 -0.713 0.181  -0.413
6 C -0.066 -1.294 -0.261  -0.445
7 H 2.608 -0.523 0.304  0.211
8 H 2.405 1.253 -0.093  0.228
9 H 1.246 0.496 1.194  0.175
10 H 0.233 2.033 -1.079  0.201
11 H -0.576 1.101 1.067  0.149
12 H -2.060 1.448 -0.120  0.217
13 H -1.673 -0.937 1.225  0.212
14 H -2.268 -1.070 -0.429  0.210
15 H -0.168 -1.938 -1.142  0.223
16 H 0.401 -1.901 0.526  0.209

The relative energy (zero: lowest compared OMol25 entry of this formula, charge and spin) comes out at 61.4 kcal/mol. For the energy, the calculation gives -6381.19526 eV. As for the LUMO energy: 1.1427 eV.


ORCA calculation (ωB97M-V/def2-TZVPD) on C15H18BN9O2Ti as an isolated structure.

Each line ends with the Mulliken spin population.
Atoms and positions in Å:
1 Ti -0.164 1.107 -1.277  1.830
2 C -3.081 0.480 2.077  0.305
3 C -2.597 1.133 0.888  0.253
4 N -1.490 0.583 0.515  0.116
5 N -1.189 -0.458 1.442  0.155
6 C -2.107 -0.537 2.355  0.196
7 B 0.191 -1.208 1.126  -0.023
8 N 1.271 -0.117 1.199  0.081
9 C 2.161 0.087 2.193  0.016
10 C 2.880 1.226 1.911  0.014
11 C 2.354 1.676 0.700  0.011
12 N 1.377 0.880 0.278  -0.076
13 N 0.035 -1.810 -0.281  0.073
14 C -0.115 -3.118 -0.578  0.020
15 C -0.300 -3.240 -1.935  0.009
16 C -0.254 -1.928 -2.411  0.019
17 N -0.063 -1.068 -1.417  -0.063
18 N 0.471 -2.295 2.126  -0.003
19 C 1.596 -3.058 2.181  -0.001
20 C 1.399 -4.027 3.127  0.000
21 C 0.093 -3.792 3.599  0.000
22 N -0.460 -2.755 2.999  0.000
23 H -3.974 0.695 2.641  -0.015
24 H -3.008 1.954 0.317  0.013
25 H -2.048 -1.282 3.133  0.018
26 H 2.226 -0.588 3.028  0.001
27 H 3.673 1.661 2.493  0.001
28 H 2.630 2.544 0.122  -0.001
29 H -0.077 -3.871 0.191  0.001
30 H -0.440 -4.144 -2.499  0.000
31 H -0.357 -1.571 -3.423  -0.002
32 H 2.442 -2.855 1.544  0.000
33 H 2.087 -4.795 3.434  0.000
34 H -0.457 -4.331 4.354  0.000
35 N 0.783 2.090 -3.111  0.038
36 C 0.423 3.534 -3.226  0.011
37 C -1.085 3.746 -3.352  -0.013
38 C -1.838 3.439 -2.062  0.019
39 O -2.412 4.304 -1.439  -0.001
40 O -1.789 2.182 -1.682  -0.013
41 H 1.794 1.995 -3.135  0.007
42 H 0.449 1.615 -3.946  0.003
43 H 0.921 3.977 -4.089  0.002
44 H 0.801 4.045 -2.337  0.000
45 H -1.477 3.112 -4.153  0.000
46 H -1.275 4.783 -3.619  0.000

The relative energy (zero: lowest compared OMol25 entry of this formula, charge and spin) comes out at 0.5 kcal/mol. For the energy, the calculation gives -57141.55612 eV. As for the charge: +1. Its multiplicity is 4. Its expectation value of S² is 3.76. As for the LUMO energy (spin up / spin down): -2.5016 / -7.1054 eV.


ORCA calculation (ωB97M-V/def2-TZVPD) on C16H16Cl8OPd as an isolated structure at a distorted geometry.

Each line ends with the Mulliken spin population.
Atoms and positions in Å:
1 C 2.143 -1.295 -0.160  0.176
2 C 2.681 -0.229 -0.904  0.269
3 C 1.943 -0.113 -2.114  0.377
4 C 3.766 0.677 -0.509  0.021
5 C 0.928 -1.087 -2.138  0.207
6 C 1.008 -1.864 -0.937  0.102
7 C 0.254 -2.967 -0.556  0.654
8 C 2.598 -1.795 1.146  0.040
9 C 2.193 0.919 -3.126  -0.029
10 C -0.065 -1.273 -3.207  0.025
11 Pd -0.475 0.937 1.201  0.884
12 Cl -0.146 1.897 -0.674  0.539
13 Cl 1.720 1.511 1.905  0.057
14 Cl -0.891 2.200 -2.734  0.482
15 H 4.146 0.403 0.467  0.002
16 H 3.408 1.690 -0.486  0.005
17 H 4.582 0.617 -1.238  0.014
18 H 2.253 1.904 -2.643  0.012
19 H 1.373 0.966 -3.854  0.008
20 H 3.149 0.742 -3.657  0.022
21 H -0.688 -0.379 -3.282  0.031
22 H -0.680 -2.158 -3.040  -0.007
23 H 0.466 -1.386 -4.154  0.018
24 H -0.642 -3.211 -1.112  -0.028
25 H -0.404 -2.499 1.037  -0.031
26 H 0.781 -3.749 -0.023  0.002
27 H 3.040 -0.972 1.723  0.010
28 H 3.375 -2.588 1.020  0.037
29 H 1.748 -2.212 1.715  0.005
30 O -0.440 -2.912 1.965  0.035
31 H -1.114 -2.203 2.272  0.005
32 Cl -2.087 3.065 2.556  -0.004
33 C -3.090 2.014 1.655  -0.103
34 C -2.491 1.006 0.912  0.046
35 C -3.305 0.181 0.139  0.116
36 Cl -2.590 -1.054 -0.863  0.002
37 C -4.707 0.316 0.136  -0.001
38 Cl -5.605 -0.641 -0.914  0.001
39 C -5.312 1.238 0.991  0.023
40 Cl -6.979 1.480 0.928  0.000
41 C -4.490 2.149 1.679  -0.021
42 Cl -5.143 3.463 2.531  0.000

For the energy, the calculation gives -122556.45613 eV. As for the charge: -2. Its multiplicity is 5. Its expectation value of S² is 6.03. As for the LUMO energy (spin up / spin down): 4.3136 / 4.2969 eV.


ORCA calculation (ωB97M-V/def2-TZVPD) on an isolated molecule of C22H21NO3S2 at a distorted geometry.

Each line ends with the natural charge from an NBO analysis.
Atoms and positions in Å:
1 O -0.877 -0.646 -0.602  -0.552
2 O -1.016 1.641 -3.691  -0.557
3 S 1.560 3.787 -0.159  -0.113
4 O 0.893 2.922 -4.034  -0.704
5 S -0.126 2.249 1.693  0.447
6 C -0.288 0.257 -0.036  0.636
7 C 0.108 1.929 -3.372  0.792
8 C 0.585 2.401 0.107  -0.076
9 C -0.589 0.606 1.318  -0.320
10 C -0.893 -0.198 2.349  0.126
11 C -1.576 1.277 6.413  -0.232
12 C 3.671 -0.484 -6.212  -0.211
13 C -2.185 1.899 5.391  -0.185
14 C -0.744 0.186 6.135  -0.185
15 C 4.260 -0.559 -4.961  -0.205
16 C 2.248 -0.144 -6.328  -0.179
17 C -1.873 1.460 3.990  -0.222
18 C -0.414 -0.281 4.914  -0.209
19 C 3.505 -0.431 -3.752  -0.183
20 C 1.538 -0.016 -5.141  -0.218
21 C -1.081 0.306 3.783  -0.071
22 C 2.089 -0.172 -3.925  -0.050
23 N 0.298 1.291 -0.719  -0.442
24 C -3.163 -3.528 2.468  -0.608
25 C -1.198 -1.756 2.320  -0.431
26 C -2.661 -2.097 1.998  -0.400
27 C 1.317 -0.183 -2.733  -0.410
28 C 0.815 1.200 -2.222  -0.121
29 H 0.312 3.434 -4.678  0.505
30 H -1.845 1.550 7.453  0.225
31 H 4.176 -0.452 -7.147  0.212
32 H -2.870 2.824 5.470  0.225
33 H -0.199 -0.333 6.887  0.212
34 H 5.260 -0.793 -4.870  0.204
35 H 1.798 -0.219 -7.289  0.213
36 H -2.561 1.976 3.243  0.238
37 H 0.226 -1.135 4.814  0.221
38 H 4.062 -0.457 -2.890  0.212
39 H 0.474 0.179 -5.300  0.223
40 H -4.245 -3.637 2.671  0.218
41 H -2.527 -3.905 3.343  0.200
42 H -2.922 -4.238 1.648  0.202
43 H -0.533 -2.361 1.727  0.225
44 H -0.833 -2.188 3.259  0.208
45 H -3.294 -1.503 2.623  0.201
46 H -2.820 -2.025 0.950  0.226
47 H 1.909 -0.559 -1.872  0.218
48 H 0.505 -0.858 -2.750  0.247
49 H 1.726 1.781 -2.285  0.247

The relative energy (zero: lowest compared OMol25 entry of this formula, charge and spin) comes out at 80.8 kcal/mol. For the energy, the calculation gives -52454.88163 eV. As for the LUMO energy: -0.5988 eV.


Which of these has the lowest energy? C16H16Cl8OPd


The highest energy belongs to which entry? C6H10


Copy entry 3 word for word.
ORCA calculation (ωB97M-V/def2-TZVPD) on C15H18BN9O2Ti as an isolated structure.

Each line ends with the Mulliken spin population.
Atoms and positions in Å:
1 Ti -0.164 1.107 -1.277  1.830
2 C -3.081 0.480 2.077  0.305
3 C -2.597 1.133 0.888  0.253
4 N -1.490 0.583 0.515  0.116
5 N -1.189 -0.458 1.442  0.155
6 C -2.107 -0.537 2.355  0.196
7 B 0.191 -1.208 1.126  -0.023
8 N 1.271 -0.117 1.199  0.081
9 C 2.161 0.087 2.193  0.016
10 C 2.880 1.226 1.911  0.014
11 C 2.354 1.676 0.700  0.011
12 N 1.377 0.880 0.278  -0.076
13 N 0.035 -1.810 -0.281  0.073
14 C -0.115 -3.118 -0.578  0.020
15 C -0.300 -3.240 -1.935  0.009
16 C -0.254 -1.928 -2.411  0.019
17 N -0.063 -1.068 -1.417  -0.063
18 N 0.471 -2.295 2.126  -0.003
19 C 1.596 -3.058 2.181  -0.001
20 C 1.399 -4.027 3.127  0.000
21 C 0.093 -3.792 3.599  0.000
22 N -0.460 -2.755 2.999  0.000
23 H -3.974 0.695 2.641  -0.015
24 H -3.008 1.954 0.317  0.013
25 H -2.048 -1.282 3.133  0.018
26 H 2.226 -0.588 3.028  0.001
27 H 3.673 1.661 2.493  0.001
28 H 2.630 2.544 0.122  -0.001
29 H -0.077 -3.871 0.191  0.001
30 H -0.440 -4.144 -2.499  0.000
31 H -0.357 -1.571 -3.423  -0.002
32 H 2.442 -2.855 1.544  0.000
33 H 2.087 -4.795 3.434  0.000
34 H -0.457 -4.331 4.354  0.000
35 N 0.783 2.090 -3.111  0.038
36 C 0.423 3.534 -3.226  0.011
37 C -1.085 3.746 -3.352  -0.013
38 C -1.838 3.439 -2.062  0.019
39 O -2.412 4.304 -1.439  -0.001
40 O -1.789 2.182 -1.682  -0.013
41 H 1.794 1.995 -3.135  0.007
42 H 0.449 1.615 -3.946  0.003
43 H 0.921 3.977 -4.089  0.002
44 H 0.801 4.045 -2.337  0.000
45 H -1.477 3.112 -4.153  0.000
46 H -1.275 4.783 -3.619  0.000

The relative energy (zero: lowest compared OMol25 entry of this formula, charge and spin) comes out at 0.5 kcal/mol. For the energy, the calculation gives -57141.55612 eV. As for the charge: +1. Its multiplicity is 4. Its expectation value of S² is 3.76. As for the LUMO energy (spin up / spin down): -2.5016 / -7.1054 eV.